[1]
A structure of composition C9H9NO5SeY. Source: the Open Molecules 2025 dataset; level of theory: ωB97M-V/def2-TZVPD.

Positions of all 26 atoms, in Å:
1 Y -0.065 0.532 -2.070
2 O 1.259 -3.423 -0.630
3 C 0.855 -2.194 -0.716
4 O 0.901 -1.532 -1.752
5 C 0.332 -1.628 0.575
6 O -0.109 -0.295 0.375
7 C -1.440 -0.036 0.903
8 C -2.475 -0.173 -0.221
9 O -3.576 -0.587 -0.022
10 O -1.980 0.251 -1.371
11 H 1.597 -3.750 -1.483
12 H 1.135 -1.657 1.317
13 H -0.471 -2.279 0.928
14 H -1.444 0.993 1.263
15 H -1.632 -0.701 1.740
16 Se 0.056 0.250 -4.706
17 C 0.427 2.028 -4.062
18 C 1.737 2.467 -3.850
19 C 1.956 3.622 -3.104
20 N 0.978 4.336 -2.544
21 C -0.274 3.950 -2.773
22 C -0.602 2.816 -3.519
23 H 2.567 1.903 -4.255
24 H 2.966 3.974 -2.926
25 H -1.057 4.563 -2.342
26 H -1.641 2.552 -3.697

frontier orbital gap: 7.725 eV
electronic energy: -87592.3061 eV
spin multiplicity: 1
M: 379.039 g mol⁻¹
total charge: +1
energy above the lowest of the compared OMol25 structures with the same formula, charge and spin: 0.0 kJ/mol
E_HOMO: -12.10 eV

***

[2]
A structure of composition CAlF3O3S in a non-equilibrium geometry. Source: the Open Molecules 2025 dataset; level of theory: ωB97M-V/def2-TZVPD.

Positions of all 9 atoms, in Å:
1 Al 3.401 -1.873 -1.511
2 C -1.325 -0.165 -0.141
3 F -1.380 0.169 -1.380
4 F -2.218 0.332 0.584
5 F -1.114 -1.433 0.044
6 S 0.413 0.603 0.481
7 O 1.431 0.001 -0.349
8 O 0.324 2.056 0.367
9 O 0.468 0.311 1.905

frontier orbital gap: 4.521 eV
electronic energy: -32737.0645 eV
spin multiplicity: 1
M: 176.051 g mol⁻¹
total charge: +2
energy above the lowest of the compared OMol25 structures with the same formula, charge and spin: 45.5 kJ/mol
E_HOMO: -20.39 eV

***

[3]
A structure of composition CBiO3 in a non-equilibrium geometry. Source: the Open Molecules 2025 dataset; level of theory: ωB97M-V/def2-TZVPD.

Positions of all 5 atoms, in Å:
1 O -0.513 -0.070 -0.612
2 Bi -1.331 1.267 -1.863
3 C 0.203 -0.393 0.294
4 O 1.377 -0.766 0.646
5 O 0.265 -0.037 1.535

frontier orbital gap: 6.428 eV
electronic energy: -12971.6086 eV
spin multiplicity: 1
M: 268.988 g mol⁻¹
total charge: +3
energy above the lowest of the compared OMol25 structures with the same formula, charge and spin: 0.0 kJ/mol
E_HOMO: -27.30 eV

***

[4]
A structure of composition CBr2Cl2S in a non-equilibrium geometry. Source: the Open Molecules 2025 dataset; level of theory: ωB97M-V/def2-TZVPD.

Positions of all 6 atoms, in Å:
1 C -0.065 -0.416 -0.329
2 S 1.129 0.420 0.756
3 Cl -0.698 0.662 -1.533
4 Cl 0.241 2.358 1.604
5 Br 0.935 -1.733 -1.085
6 Br -1.542 -1.290 0.587

frontier orbital gap: 8.225 eV
electronic energy: -177000.6959 eV
spin multiplicity: 1
M: 274.792 g mol⁻¹
energy above the lowest of the compared OMol25 structures with the same formula, charge and spin: 58.8 kJ/mol
E_HOMO: -10.02 eV